Entry 1:
DFT (the ωB97M-V functional and the def2-TZVPD basis) results for a structure of composition C3H2N4O.

- E_HOMO (eV) = -9.30
- E_LUMO (eV) = -0.912
- maximum force (Eh/bohr) = 0.235
- total energy (eV) = -11144.13174
- HOMO-LUMO gap (eV) = 8.39
- ΔE to the lowest compared entry with this formula, charge and spin (eV) = 5.1404

```
10
Properties=species:S:1:pos:R:3:forces:R:3
C -1.03213 -1.08166 0.14394 0.0 -3.3 3.1
C 0.27175 -0.00245 -0.85234 -0.8 2.1 3.2
C 0.06552 -0.13582 0.55816 -0.9 -1.4 -3.4
H -0.60266 -2.16763 0.28186 -2.0 1.5 0.9
H -2.11104 -0.77180 0.32856 1.4 -0.9 0.4
N 0.93355 1.06098 -1.30167 -0.5 -0.5 -1.2
N 1.29609 1.94444 -0.33010 -0.9 -3.1 -0.4
N 1.18114 1.52410 0.91881 5.9 10.4 -2.2
N 0.74839 0.55787 1.44178 -4.5 -7.3 3.3
O -0.75062 -0.92803 -1.18899 2.3 2.5 -3.8
```
Positions in Å, forces in eV/Å.

=====

Entry 2:
DFT (the ωB97M-V functional and the def2-TZVPD basis) results for a structure of composition C33H31FN5O3S3Tc.

- E_HOMO (alpha / beta) (eV) = -8.70 / -8.70
- E_LUMO (alpha / beta) (eV) = -3.954 / -3.945
- maximum force (Eh/bohr) = 0.041
- 2S+1 = 2
- total energy (eV) = -85731.02895
- HOMO-LUMO gap (alpha / beta) (eV) = 4.75 / 4.75
- total charge = +1

```
77
Properties=species:S:1:pos:R:3:forces:R:3
Tc 0.42256 0.33055 1.18377 0.0 0.4 1.0
S 6.24464 3.94658 -1.78816 -0.6 -0.4 0.2
N 6.18890 2.68254 -0.78449 0.0 -0.2 0.1
C 4.91603 2.32641 -0.65196 0.5 0.2 -0.1
C 4.42421 1.23573 0.16695 0.0 -0.1 0.0
C 5.23679 0.36857 0.89426 -0.2 0.0 0.0
C 4.63252 -0.62790 1.63586 0.0 0.1 -0.1
C 3.24542 -0.72077 1.66534 0.1 0.1 0.1
N 2.45238 0.11449 0.99156 0.2 0.1 0.0
C 3.03970 1.06450 0.22053 0.1 0.0 0.0
C 2.13731 1.88503 -0.56597 0.3 0.2 -0.2
N 0.82533 1.58455 -0.45496 0.0 -0.1 0.5
C -0.03568 2.24713 -1.22150 -0.3 0.1 -0.1
C 0.35124 3.25764 -2.09135 0.2 0.0 0.0
C 1.68620 3.60956 -2.17067 -0.2 0.0 0.0
C 2.60604 2.90372 -1.40031 -0.1 -0.2 0.1
C 4.03597 3.13783 -1.40538 0.3 0.4 -0.2
N 4.66413 4.08707 -2.08964 -0.2 0.0 -0.1
H 6.30785 0.49033 0.87073 0.1 0.0 0.0
H 5.21805 -1.32451 2.21398 0.1 -0.1 0.1
H 2.73581 -1.44550 2.28410 0.0 -0.1 0.0
H -1.07386 1.96060 -1.12085 0.0 0.0 0.0
H -0.39581 3.76588 -2.68165 0.0 0.0 0.0
H 2.02485 4.40702 -2.81436 0.0 0.0 -0.1
C 0.24037 -3.87756 1.87022 0.0 0.0 0.0
C 0.68053 -4.40874 0.51851 -0.1 -0.1 -0.1
C 1.52089 -3.43681 -0.29862 -0.1 0.1 0.1
S 0.72242 -2.04625 -1.13102 0.2 0.0 -0.2
O -0.13506 -1.24103 -0.15029 -0.2 0.2 0.1
C -0.51647 -2.93123 -2.10180 0.0 0.1 0.1
C -0.78508 -2.22530 -3.42390 0.0 0.0 0.0
C -1.87267 -2.94050 -4.21404 0.0 0.0 0.0
H -0.35404 -4.62170 2.39229 -0.1 -0.1 0.1
H -0.35036 -2.97275 1.77375 0.0 0.1 0.0
H 1.09443 -3.64177 2.50313 0.1 0.0 0.0
H -0.18936 -4.72956 -0.06046 0.0 0.0 0.0
H 1.29508 -5.30202 0.65384 0.0 0.0 0.0
H 2.00183 -3.93776 -1.14360 0.1 0.0 0.0
H 2.31378 -2.98217 0.29636 0.0 0.0 0.1
H -1.40942 -2.95788 -1.47172 0.1 0.0 0.0
H -0.16800 -3.95170 -2.25621 0.1 0.0 0.0
H 0.13786 -2.18423 -4.00519 0.0 0.0 0.0
H -1.08161 -1.19312 -3.22859 0.0 0.1 0.0
H -1.60350 -3.98051 -4.39964 0.0 0.0 0.0
H -2.02924 -2.46139 -5.17677 0.0 0.0 -0.1
H -2.82034 -2.93069 -3.67659 0.0 0.0 0.0
S -0.73169 -1.59614 5.38180 -0.1 0.0 0.1
C -0.23290 -1.07684 3.94871 0.1 -0.2 0.0
N 0.14618 -0.72057 2.89301 0.0 -0.2 0.0
F -5.02998 3.20136 3.20306 0.1 -0.1 -0.1
C -4.46250 2.01414 2.94535 0.0 0.1 -0.1
C -4.46547 1.01894 3.85973 0.0 0.0 -0.1
C -3.92862 -0.24443 3.56313 0.0 0.0 -0.1
C -3.32594 -0.52928 2.30717 0.0 -0.1 0.0
C -2.88183 -1.75279 1.95400 -0.1 0.2 0.0
C -3.07673 0.61678 1.36107 -0.4 -0.2 -0.2
C -3.89192 1.90737 1.57073 -0.5 -0.2 0.0
H -4.92442 1.20460 4.81813 -0.1 0.0 0.1
H -3.98374 -1.03318 4.29413 0.0 -0.1 0.1
H -2.40335 -1.91771 1.00322 0.1 0.0 -0.2
H -2.95772 -2.58308 2.63501 0.0 -0.1 0.1
H -3.12453 0.28561 0.31621 0.1 0.1 0.2
H -4.65136 2.05744 0.79883 0.0 -0.1 0.1
O -2.92930 2.96691 1.36394 1.0 -0.2 0.2
C -1.72594 2.45139 1.65718 -0.1 -0.1 -0.2
O -1.72171 1.09156 1.58832 0.3 1.1 0.2
C -0.56400 3.14144 1.95085 -0.5 0.1 0.1
C 0.59399 2.41984 2.39481 -0.5 -1.1 -1.8
C 1.81324 3.09052 2.50381 0.7 0.9 0.1
C 1.92300 4.42611 2.17423 -0.1 -1.0 0.3
C 0.76869 5.14922 1.80682 -0.7 0.2 -0.2
C -0.45227 4.54204 1.71188 0.3 0.2 0.1
H 0.46527 1.50467 2.99225 0.0 -0.3 0.0
H 2.67265 2.55364 2.88544 0.0 0.0 0.0
H 2.87301 4.93030 2.24576 0.1 0.0 0.0
H 0.84894 6.20798 1.61039 0.0 0.1 0.0
H -1.33026 5.10170 1.43019 -0.1 0.1 0.0
```
Positions in Å, forces in eV/Å.

=====

Entry 3:
DFT (the ωB97M-V functional and the def2-TZVPD basis) results for an isolated molecule of C20H26N2O6S2.

- E_HOMO (eV) = -8.01
- E_LUMO (eV) = 0.516
- maximum force (Eh/bohr) = 0.037
- SMILES = CCS(=O)(=O)C(=C(Nc1ccc(OC)cc1)Nc1ccc(OC)cc1)S(=O)(=O)CC
- total energy (eV) = -58096.46063
- HOMO-LUMO gap (eV) = 8.52
- ΔE to the lowest compared entry with this formula, charge and spin (eV) = 1.8438

```
56
Properties=species:S:1:pos:R:3:forces:R:3
C -3.36842 -2.76860 1.51758 0.1 -0.1 0.0
C -4.54889 -2.19050 0.77232 0.4 0.5 -0.4
H -5.20010 -2.95723 0.36132 -0.1 0.0 -0.2
H -5.11784 -1.47630 1.35924 -0.1 0.0 0.0
S -3.93054 -1.25961 -0.65556 -0.1 -0.4 -0.2
O -5.03020 -0.61405 -1.32083 -0.3 -0.1 0.1
O -3.15767 -2.18085 -1.47665 0.1 -0.2 0.2
C -2.85792 -0.00803 -0.06406 -1.9 0.1 0.1
C -1.47897 -0.04566 -0.11179 1.2 0.0 0.0
N -0.76149 0.98124 0.40827 -0.5 -0.3 0.1
C 0.53946 1.37879 0.07716 0.6 0.3 -0.1
C 1.28398 2.06167 1.03095 -0.3 -0.2 -0.2
C 2.57705 2.47439 0.76518 0.4 0.1 -0.1
C 3.15145 2.20730 -0.47279 -0.1 -0.1 0.0
C 2.39147 1.55199 -1.44283 0.2 0.1 0.1
C 1.10108 1.15142 -1.17827 0.0 0.2 0.1
H 0.52394 0.66891 -1.95048 0.0 -0.1 -0.1
H 2.83794 1.37245 -2.40739 0.1 0.0 -0.1
O 4.41902 2.54725 -0.83779 -0.2 -0.2 -0.2
C 5.22557 3.23017 0.09054 0.1 0.1 0.1
H 6.17716 3.39595 -0.41198 -0.1 0.0 0.1
H 5.39361 2.63459 0.99389 0.0 0.0 0.0
H 4.79101 4.19598 0.36797 0.0 0.0 0.0
H 3.12377 2.99953 1.53214 0.1 0.1 0.0
H 0.84129 2.27073 1.99317 0.0 0.0 0.1
H -1.32578 1.63389 0.95745 0.1 -0.1 -0.1
N -0.85438 -1.10903 -0.67441 -0.5 0.3 -0.1
C 0.44719 -1.56770 -0.43666 0.5 -0.3 0.3
C 1.09385 -2.27958 -1.44636 -0.1 0.2 0.2
C 2.37867 -2.73682 -1.26535 0.2 0.0 0.2
C 3.05666 -2.49616 -0.06830 -0.1 0.0 -0.1
C 2.39902 -1.82166 0.95340 0.3 -0.1 0.0
C 1.10281 -1.37196 0.77168 -0.2 -0.2 -0.2
H 0.60154 -0.87025 1.58422 0.0 0.1 0.1
H 2.87891 -1.64263 1.90214 0.1 0.0 0.1
O 4.33239 -2.96715 -0.00185 -0.2 0.0 -0.3
C 5.07472 -2.73157 1.16921 0.1 0.0 0.2
H 6.05725 -3.16417 0.98729 -0.1 0.0 0.1
H 4.62175 -3.21897 2.03878 0.0 0.0 0.0
H 5.18186 -1.66011 1.36722 0.0 0.0 0.0
H 2.88999 -3.28172 -2.04246 0.1 -0.1 -0.1
H 0.57523 -2.46584 -2.37428 0.0 0.0 -0.2
H -1.48584 -1.73008 -1.18554 0.1 0.1 0.1
S -3.81798 1.30087 0.59266 0.0 0.4 0.3
O -4.90418 0.71751 1.33331 -0.3 0.1 -0.1
O -2.94224 2.17769 1.35835 0.1 0.2 -0.3
C -4.47799 2.26649 -0.79271 0.4 -0.5 0.4
C -3.32030 2.77470 -1.62012 0.1 0.1 0.0
H -3.67363 3.41310 -2.42668 0.0 0.0 0.0
H -2.77662 1.93782 -2.05384 0.1 0.0 -0.1
H -2.64036 3.34623 -0.99124 0.1 0.1 -0.1
H -5.05352 3.06977 -0.34057 -0.1 0.0 0.2
H -5.12662 1.58677 -1.33629 -0.1 0.0 0.0
H -2.76878 -3.37676 0.84304 0.1 -0.1 0.1
H -3.70169 -3.38791 2.34726 0.0 0.0 0.0
H -2.74766 -1.96630 1.91140 0.1 0.0 0.1
```
Positions in Å, forces in eV/Å.

=====

Entry 4:
DFT (the ωB97M-V functional and the def2-TZVPD basis) results for a structure of composition C30H29BrF4N7OPS3Sr.

- E_HOMO (eV) = -1.47
- E_LUMO (eV) = 3.601
- maximum force (Eh/bohr) = 0.183
- total energy (eV) = -167595.89011
- HOMO-LUMO gap (eV) = 5.07
- total charge = -2
- ΔE to the lowest compared entry with this formula, charge and spin (eV) = 6.1746

```
77
Properties=species:S:1:pos:R:3:forces:R:3
Sr 0.26597 -0.74240 -1.64618 -4.8 -7.7 2.4
S 2.43463 -0.97779 -0.06291 1.3 -0.3 0.8
C 3.28678 -1.92291 -1.24050 0.2 -0.3 0.3
S 2.49290 -3.14288 -2.14429 -0.4 0.3 -0.2
C 4.63349 -1.64169 -1.50027 0.6 0.1 -0.2
C 5.44082 -2.46175 -2.35311 -0.1 0.3 0.1
N 6.17085 -3.05999 -3.01887 0.0 -0.1 0.0
C 5.27269 -0.44375 -1.05182 -0.4 -0.2 0.1
N 5.74966 0.56233 -0.73819 0.1 0.0 -0.1
F -2.91514 1.97213 5.90154 0.0 0.0 0.0
C -2.24216 1.75189 4.74380 0.1 0.1 0.0
C -1.31089 2.69482 4.32949 -0.1 -0.1 0.0
F -1.11013 3.81154 5.06798 0.0 0.0 0.0
C -0.61244 2.50037 3.15754 0.0 0.0 0.0
F 0.22731 3.52261 2.83662 0.1 0.0 -0.1
C -0.79677 1.34045 2.38524 0.1 0.0 -0.1
P 0.16669 1.17288 0.72660 -0.9 1.9 3.1
C 1.78393 1.77912 1.46322 0.0 -0.5 -0.3
C 2.09104 1.24708 2.71956 0.1 -0.3 -0.1
C 3.32174 1.45521 3.31671 0.0 0.1 0.0
C 4.28867 2.22612 2.68373 -0.1 0.0 0.0
C 4.01083 2.74876 1.43342 0.0 0.0 0.0
C 2.78627 2.50058 0.82692 0.1 0.2 -0.2
C -0.72645 2.72705 0.17806 0.4 -0.2 -0.5
C -0.16391 3.98999 0.06031 0.0 0.1 -0.1
C -0.91459 5.06228 -0.42227 0.1 -0.1 -0.1
C -2.23047 4.87259 -0.80428 0.0 0.0 0.0
C -2.80746 3.60976 -0.67522 0.0 0.1 0.0
C -2.06646 2.55294 -0.18567 0.1 -0.1 0.0
C -1.74577 0.42017 2.79215 0.1 -0.5 -0.3
Br -2.05944 -1.44616 0.38565 -0.2 0.1 0.4
C -2.42912 0.64898 3.94677 -0.1 -0.1 0.1
F -3.39017 -0.24526 4.39564 0.1 0.1 0.0
H 1.37176 0.60549 3.21024 0.0 0.1 0.1
H 3.53054 0.99209 4.27339 0.0 0.0 0.0
H 5.25869 2.38240 3.13899 0.0 0.0 0.0
H 4.76226 3.31454 0.89742 0.0 0.0 0.0
H 2.66635 2.87533 -0.18365 -0.1 0.1 0.1
H 0.86042 4.15443 0.36974 0.0 0.0 0.0
H -0.45538 6.04054 -0.50986 0.0 0.0 0.0
H -2.81184 5.70249 -1.18855 0.0 0.0 0.0
H -3.83879 3.45016 -0.96564 0.0 0.0 0.0
H -2.51301 1.56865 -0.08197 0.0 0.0 0.0
C 1.54115 2.97595 -2.87754 0.0 0.0 0.2
S 1.07950 1.58576 -1.80036 0.7 2.7 -3.1
C 2.20204 0.43328 -2.72603 0.8 0.7 -0.3
O -0.32455 1.22504 -2.35332 0.7 2.4 -0.3
H 2.62532 3.02935 -2.95750 0.0 0.0 0.1
H 1.12777 3.88346 -2.44268 0.0 0.0 0.0
H 1.08528 2.76889 -3.84323 0.0 0.0 0.0
H 3.19856 0.71131 -2.38258 0.1 -0.2 0.0
H 2.10690 0.61718 -3.79841 -0.2 0.1 0.1
H 2.05063 -0.63567 -2.49230 1.7 1.0 -1.0
N 0.33311 -6.68119 2.69807 -0.2 -0.1 -0.1
N 0.28642 -5.74444 1.66904 0.0 -0.1 0.1
N 0.22467 -6.08711 0.40471 -0.1 0.0 -0.1
C 0.16170 -4.88691 -0.16529 0.0 0.0 0.0
N 0.16696 -3.88926 0.72939 0.1 -0.1 0.3
N 0.25890 -4.46061 1.90506 0.0 0.2 -0.2
H 1.21368 -7.17764 2.62069 0.1 0.1 0.1
H 0.31176 -6.13810 3.55343 0.1 0.0 0.0
H 0.11560 -4.70704 -1.22387 0.0 -0.1 0.0
C -3.87313 -0.93995 -2.12548 0.1 -0.2 -0.1
C -3.46461 -2.40833 -1.94921 0.1 -0.1 0.4
C -4.55945 -3.13919 -1.15169 -0.1 0.0 -0.2
C -3.32754 -3.05985 -3.32724 0.1 0.0 0.1
C -2.10487 -2.53348 -1.24171 0.7 0.5 -1.0
H -4.61911 -0.83659 -2.92100 0.0 0.0 0.0
H -2.99090 -0.34529 -2.38098 -0.1 0.1 -0.1
H -4.28282 -0.53776 -1.19851 0.0 0.0 0.0
H -5.55842 -3.00066 -1.58703 0.0 0.0 0.0
H -4.57244 -2.76747 -0.12530 0.0 0.0 0.0
H -4.34319 -4.21110 -1.12694 0.0 0.0 0.0
H -4.27924 -3.03605 -3.87140 0.0 0.0 0.0
H -3.00559 -4.10021 -3.22660 0.0 0.0 0.0
H -2.55962 -2.53560 -3.89988 -0.1 0.0 -0.1
H -1.95834 -3.54194 -0.85178 -0.2 -0.1 -0.1
```
Positions in Å, forces in eV/Å.

=====

Entry 5:
DFT (the ωB97M-V functional and the def2-TZVPD basis) results for a structure of composition C28H24N4PdS2.

- E_HOMO (alpha / beta) (eV) = -6.40 / -7.35
- E_LUMO (alpha / beta) (eV) = 0.208 / -1.845
- maximum force (Eh/bohr) = 0.028
- 2S+1 = 3
- total energy (eV) = -60533.05686
- HOMO-LUMO gap (alpha / beta) (eV) = 6.60 / 5.50
- ΔE to the lowest compared entry with this formula, charge and spin (eV) = 4.3867

```
59
Properties=species:S:1:pos:R:3:forces:R:3
Pd 0.09575 -1.78497 -0.18845 0.4 0.6 0.0
C 3.94315 0.14333 -0.48705 -0.2 -0.7 0.4
C 3.75385 1.37193 -1.19185 -0.4 0.5 -0.3
C 2.52585 1.83043 -1.48745 0.8 0.0 -0.1
C 1.31175 1.20173 -0.97275 -0.3 -0.2 0.0
C 1.49455 -0.21667 -0.33225 -0.7 -1.3 0.0
C 2.89715 -0.64587 -0.18145 0.6 0.3 0.1
C -1.30015 1.30383 -1.00615 -0.4 -0.3 0.1
C -2.34985 2.25063 -0.89975 -0.5 0.1 0.0
C -3.62495 1.85393 -0.62425 0.3 -0.1 -0.2
C -3.89225 0.47853 -0.48955 0.4 -0.2 0.0
C -5.18815 -0.04897 -0.32585 -0.1 -0.1 0.0
C -5.39095 -1.40107 -0.29885 -0.1 0.3 0.1
C -4.29775 -2.27597 -0.37865 0.3 0.0 0.0
C -3.02535 -1.78837 -0.49875 0.1 -0.4 -0.1
C -2.78385 -0.40487 -0.58655 -0.7 0.1 0.0
N -1.51275 0.01783 -0.83665 0.3 0.3 0.0
H 4.95585 -0.18547 -0.28865 0.0 -0.1 0.0
H 4.62665 1.88713 -1.56035 0.1 0.1 -0.1
H 2.40755 2.67043 -2.15255 0.0 0.2 -0.1
H 3.06505 -1.63297 0.22105 0.0 0.1 -0.1
H -2.14185 3.29403 -1.07005 0.0 0.0 0.1
H -4.43365 2.56883 -0.55815 0.0 0.1 0.0
H -6.02055 0.63653 -0.24545 -0.1 0.1 0.0
H -6.39005 -1.80167 -0.21185 -0.1 0.0 0.0
H -4.46715 -3.34167 -0.35785 0.0 -0.1 0.0
H -2.16285 -2.45227 -0.57545 -0.5 0.2 0.0
C -0.04335 1.72313 -3.07255 0.0 0.0 0.0
C 0.02415 1.83953 -1.53235 0.2 -0.2 0.1
C 0.19495 3.27043 -1.06865 0.1 0.3 0.3
C 0.27985 3.65183 0.21105 0.0 0.3 -0.5
C 0.14575 2.82333 1.39625 -0.4 0.2 0.7
C -0.29425 3.37743 2.59035 0.3 -0.1 -0.9
C -0.49485 2.59793 3.72465 -0.1 -0.8 0.5
C -0.32415 1.22833 3.67065 -0.2 0.9 0.5
C 0.10255 0.61283 2.49485 0.1 -1.3 -0.2
S 0.12245 -1.10257 2.39175 -0.1 0.5 -0.3
C 0.45805 1.43533 1.38525 0.4 -0.1 -0.2
N 1.22225 0.95323 0.41795 0.1 0.8 0.3
H -0.11165 2.70803 -3.53225 0.0 0.0 -0.1
H -0.91855 1.15213 -3.37885 0.1 0.0 0.0
H 0.84145 1.21953 -3.45745 0.0 0.0 -0.1
H 0.30465 4.01943 -1.84055 0.0 0.2 0.0
H 0.39805 4.70943 0.41465 0.0 0.1 -0.1
H -0.49265 4.43873 2.62725 0.0 0.1 0.0
H -0.81025 3.06393 4.64745 -0.1 0.0 0.0
H -0.53355 0.60683 4.52815 0.0 0.0 0.1
S -0.39485 -4.11157 -0.77185 -0.4 0.2 -0.2
C 1.10065 -3.70787 -0.05985 0.0 -0.5 -0.4
N 2.27855 -3.69787 -0.79615 0.1 -0.1 0.2
C 3.38105 -4.17187 0.02665 0.1 -0.1 0.0
C 2.85245 -3.92187 1.44665 0.1 0.1 0.2
N 1.41965 -4.02387 1.24135 0.3 -0.1 0.4
H 2.22155 -4.00167 -1.75825 -0.2 0.1 0.2
H 4.29445 -3.61867 -0.20145 0.0 0.0 0.1
H 3.56725 -5.24197 -0.13025 0.0 0.1 0.0
H 3.14435 -2.93307 1.82555 0.0 -0.1 0.0
H 3.18075 -4.67647 2.16165 0.1 0.0 -0.1
H 0.78805 -3.75007 1.98395 0.1 -0.1 -0.3
```
Positions in Å, forces in eV/Å.